(1)
The following is a DFT calculation (ωB97M-V with the def2-TZVPD basis set) of a cluster of 2 separate species, C11H23N3O5 in total.

The value obtained for the total energy is -26489.579 eV. The gap between HOMO and LUMO is 0.379 Eh. Its SMILES is CC[C@H](C)[C@H](N)C(=O)O.NC(=O)CC[C@H](N)C(=O)O. As for the molecular weight: 277.32 g mol⁻¹. The energy above the lowest of the compared OMol25 structures with the same formula, charge and spin comes out at 0.496 eV.

```
42
C11H23N3O5 (ωB97M-V with the def2-TZVPD basis set)
C -0.75871 1.78462 -3.42364
C -0.16833 2.19532 -2.04179
C -0.98320 1.54661 -0.90834
C -2.46852 1.87808 -1.00576
C -0.31358 1.87192 0.43940
N -0.91865 1.08447 1.51514
C -0.43496 3.33672 0.80904
O 0.25098 4.18958 0.25687
O -1.33172 3.61877 1.74514
H -1.70019 2.30637 -3.52686
H -0.15173 2.04668 -4.25095
H -0.95222 0.73727 -3.47127
H 0.90151 1.90279 -1.96261
H -0.20105 3.29370 -1.95043
H -0.89200 0.41724 -0.96597
H -2.61811 2.96949 -0.82376
H -3.04730 1.36179 -0.26544
H -2.87255 1.67149 -1.97258
H 0.74202 1.64215 0.31389
H -1.24297 0.13500 1.17369
H -0.28077 0.93978 2.32634
H -1.69977 2.71962 1.97120
N 2.91389 -3.25801 -1.26533
C 1.63968 -3.17515 -0.83233
O 0.99574 -4.15990 -0.50741
C 1.12132 -1.77132 -0.63397
C 1.39142 -1.22747 0.75826
C 0.73979 -2.10981 1.82402
N -0.60369 -2.60017 1.59445
C 0.79859 -1.45903 3.16365
O 1.74961 -0.74050 3.44375
O -0.23286 -1.70781 3.95062
H 3.50930 -2.46961 -1.32102
H 3.35835 -4.19499 -1.24873
H 0.06244 -1.79842 -0.82647
H 1.54744 -1.09897 -1.37510
H 2.46481 -1.03596 0.99513
H 0.89378 -0.23078 0.79429
H 1.37521 -3.00731 1.94891
H -1.18976 -1.88802 1.17149
H -0.57855 -3.41535 0.97499
H -0.81469 -2.30089 3.40951
```

natural (NBO) atomic charge list, values in e, 4 entries:
1 C -0.605
2 C -0.402
3 C -0.194
4 C -0.628

(2)
The following is a DFT calculation (ωB97M-V with the def2-TZVPD basis set) of the ion C11H23N4 with charge +1.

The value obtained for the total energy is -17730.173 eV. The total charge is +1. The gap between HOMO and LUMO is 0.379 Eh. As for the molecular weight: 211.33 g mol⁻¹. The energy above the lowest of the compared OMol25 structures with the same formula, charge and spin comes out at 1.778 eV.

```
38
C11H23N4 (ωB97M-V with the def2-TZVPD basis set)
C -1.28673 -0.28320 -3.19433
C 2.22146 2.06025 2.39846
C 0.73302 2.08847 2.24846
C 2.94816 1.78973 1.08259
C 0.13349 0.74773 1.54452
C 2.35983 0.51957 0.39225
C -1.15729 -2.54987 -1.28730
C 0.85106 0.66297 0.14478
C -1.64962 -1.85037 -0.06225
C -3.11340 -1.63086 0.09177
C 0.54821 -0.59323 -0.68371
N -2.18369 0.43939 -3.90585
N -1.50781 -0.12637 -1.90960
N -0.85066 -0.91778 -0.96246
N -0.19109 -3.51420 -1.28110
H 2.62813 2.93282 2.89138
H 2.53451 1.25427 3.09253
H 0.23806 2.13416 3.17301
H 0.47566 2.91825 1.57546
H 2.80958 2.74338 0.54281
H 3.98485 1.65471 1.23402
H 0.40574 -0.06562 2.25050
H -0.84431 0.97867 1.48001
H 2.92689 0.65145 -0.56111
H 2.50182 -0.39823 0.99132
H -1.92731 -2.64102 -1.99770
H 0.86136 1.59097 -0.36550
H -1.04860 -2.20033 0.74116
H -3.29236 -0.83091 0.83822
H -3.54748 -2.57684 0.49013
H -3.72183 -1.41726 -0.84027
H 1.07841 -0.49279 -1.67847
H 0.95847 -1.43138 -0.01808
H -2.89173 1.13490 -3.64435
H -2.35501 0.40831 -1.59291
H 0.47611 -3.77913 -0.54815
H 0.22528 -3.94249 -2.11900
H -1.65012 0.50301 -4.77547
```

natural (NBO) atomic charge list, values in e, 4 entries:
1 C 0.183
2 C -0.410
3 C -0.371
4 C -0.391

(3)
The following is a DFT calculation (ωB97M-V with the def2-TZVPD basis set) of the ion C11H23N4O with charge +1.

The value obtained for the total energy is -19782.075 eV. The total charge is +1. The gap between HOMO and LUMO is 0.387 Eh. Its SMILES is CCCCCCc1nc(NC[C@@H](C)O)[nH][nH+]1. As for the molecular weight: 227.33 g mol⁻¹. The energy above the lowest of the compared OMol25 structures with the same formula, charge and spin comes out at 0.000 eV.

```
39
C11H23N4O (ωB97M-V with the def2-TZVPD basis set)
C 5.14245 -1.91302 0.81690
C 5.23430 -0.92611 -0.34412
C 4.50468 0.40595 -0.07340
C 3.46928 0.81238 -1.13642
C 2.00258 0.61540 -0.70972
C 1.34865 1.94762 -0.32281
C -0.02281 1.76150 0.19631
N -1.05930 1.37940 -0.52035
C -2.09476 1.30183 0.32407
N -3.31383 0.94903 -0.02442
C -4.45953 0.86787 0.87379
C -5.46007 -0.16517 0.38876
C -6.47774 -0.49609 1.46434
O -6.06356 0.43555 -0.75728
N -1.70561 1.63781 1.56661
N -0.37236 1.92636 1.47268
H 4.09857 -2.05247 1.10365
H 5.69609 -1.55488 1.68436
H 5.54353 -2.88537 0.53480
H 6.28052 -0.72479 -0.57105
H 4.80731 -1.39581 -1.23309
H 5.23422 1.20782 0.03795
H 4.00371 0.32253 0.89684
H 3.64438 0.26139 -2.05898
H 3.61461 1.86736 -1.38252
H 1.42365 0.17758 -1.52335
H 1.94956 -0.08269 0.12815
H 1.96526 2.47973 0.40313
H 1.26229 2.57527 -1.21212
H -3.45287 0.76903 -1.00771
H -4.97361 1.83264 0.88762
H -4.12196 0.63635 1.88422
H -4.93328 -1.07352 0.07985
H -6.95897 0.41194 1.82758
H -7.24579 -1.15118 1.05850
H -5.99504 -1.01677 2.29266
H -6.41392 -0.24939 -1.33642
H -2.22782 1.70239 2.42253
H 0.18719 2.22003 2.25579
```

natural (NBO) atomic charge list, values in e, 4 entries:
1 C -0.600
2 C -0.397
3 C -0.401
4 C -0.400

(4)
The following is a DFT calculation (ωB97M-V with the def2-TZVPD basis set) of the molecule C11H23NOS.

The value obtained for the total energy is -26148.149 eV. The gap between HOMO and LUMO is 0.363 Eh. Its SMILES is CC(C)(C)[C@H]1CC[C@@](C)([S@H](=N)=O)CC1. As for the molecular weight: 217.38 g mol⁻¹. The energy above the lowest of the compared OMol25 structures with the same formula, charge and spin comes out at 4.884 eV.

```
37
C11H23NOS (ωB97M-V with the def2-TZVPD basis set)
C 3.22924 -0.62079 1.08832
C 2.28621 -0.50534 -0.11304
C 3.04655 0.44049 -1.13992
C 1.94591 -1.89384 -0.68924
C 1.00184 0.21766 0.18842
C 0.08987 0.42071 -1.13557
C -1.12485 1.20593 -0.81621
C -2.02199 0.67496 0.35572
C -3.01459 1.70050 0.79192
S -2.95532 -0.91739 -0.38654
N -3.95440 -0.38040 -1.39957
O -3.49919 -1.66846 0.70779
C -1.07504 0.35455 1.50807
C 0.03164 -0.62536 0.98084
H 4.19982 -0.61008 0.84150
H 2.92949 -1.44264 1.60844
H 3.20699 0.21573 1.66927
H 4.03719 0.27221 -1.25188
H 2.72604 0.32396 -2.19058
H 3.04262 1.39055 -0.70602
H 2.84306 -2.22584 -1.22795
H 1.13032 -2.00212 -1.24815
H 1.72315 -2.68475 0.08268
H 1.30884 1.06723 0.77787
H -0.28094 -0.42494 -1.67765
H 0.60219 0.92859 -1.81458
H -0.72473 2.22454 -0.37535
H -1.83124 1.20322 -1.74984
H -4.00480 1.18379 0.79819
H -2.97479 2.60879 0.06692
H -2.87637 2.09261 1.80460
H -2.11667 -1.56107 -1.23285
H -4.64415 0.23008 -0.93138
H -1.63610 -0.01834 2.49126
H -0.65113 1.26690 1.86116
H 0.59606 -1.00586 1.90973
H -0.59073 -1.43578 0.55366
```

natural (NBO) atomic charge list, values in e, 4 entries:
1 C -0.608
2 C -0.005
3 C -0.612
4 C -0.615

(5)
The following is a DFT calculation (ωB97M-V with the def2-TZVPD basis set) of a structure of composition C11H24AgF3NO4.

The value obtained for the total energy is -33622.743 eV. The total charge is -2. The gap between HOMO and LUMO (alpha / beta) is 0.088 / 0.226 Eh. The spin multiplicity is 2. As for the molecular weight: 399.18 g mol⁻¹.

```
44
C11H24AgF3NO4 (ωB97M-V with the def2-TZVPD basis set)
Ag -0.69904 -0.64459 -0.25512
C -0.53997 1.40399 -2.55653
O -0.16439 1.49850 -1.18814
O -1.04351 0.10718 -2.68586
C -1.41131 2.68588 -2.98559
F -2.54716 2.79683 -2.28407
F -0.60977 3.74408 -2.77592
F -1.77805 2.59220 -4.25394
C 1.02898 2.13626 -0.82488
C 1.38276 1.86581 0.63496
H 0.63619 2.37188 1.24703
H 1.34749 0.79845 0.85312
H 2.32668 2.31525 0.94339
H 1.11994 3.21381 -0.96175
H 1.84370 1.70582 -1.40716
H 0.34854 1.44799 -3.18639
C 2.66999 -2.35795 -0.13664
C 2.17119 -1.99825 -1.52645
C 2.94779 -2.91418 -2.50260
O 0.77220 -2.16302 -1.67753
H 2.30387 -1.62702 0.58433
H 3.74922 -2.21536 -0.08170
H 2.46868 -3.40858 0.07256
H 2.44663 -0.97131 -1.76651
H 2.60473 -2.73480 -3.52154
H 2.74045 -3.97046 -2.33116
H 4.00307 -2.68405 -2.35589
C -0.65383 0.35885 3.64663
C -1.12486 -0.83437 2.86047
C -2.42579 -0.50228 1.95421
O -2.34101 0.61094 1.12559
C -3.60408 0.88487 0.52817
N 0.05022 -1.34207 2.10259
H -0.13437 1.12387 3.06955
H 0.09634 0.01320 4.35787
H -1.47120 0.72312 4.26899
H -1.45757 -1.65033 3.50205
H -3.29022 -0.36272 2.60336
H -2.57271 -1.34339 1.27668
H -3.47108 1.70854 -0.17322
H -4.28273 1.35817 1.23778
H -4.12333 0.02640 0.10213
H 0.76588 -1.51951 2.79283
H -0.07858 -2.24766 1.67430
```

natural (NBO) atomic charge list, values in e, 4 entries:
1 Ag 0.779
2 C 0.301
3 O -0.599
4 O -0.894

Question: Which of these has the lowest molecular weight?
Answer: C11H23N4